# C6H10O

C6H10O as an isolated structure (the ωB97M-V functional and the def2-TZVPD basis, the OMol25 dataset).

## Properties
* Kohn-Sham gap (spin up / spin down): 8.227 / 8.228 eV
* HOMO (spin up / spin down): -8.88 / -8.88 eV
* calculated total energy: -309.6605 hartree

Geometry as XYZ:
```
17
Properties=species:S:1:pos:R:3:forces:R:3
C 1.352659 -0.640904 -0.076635 0.195 0.213 -0.119
H -0.126617 2.581166 -0.200100 0.017 -0.181 -0.006
H 2.473395 0.708373 1.168678 -0.024 0.090 0.040
C 0.867866 0.741429 -0.307763 -0.438 -0.102 0.139
H -2.164224 -1.277056 0.119377 0.055 0.067 0.044
C -1.270888 -0.665446 0.278127 -0.011 -0.002 0.024
C -1.533287 0.780612 -0.133138 -0.079 -0.055 -0.034
C -0.190460 1.496493 -0.224844 0.399 -0.144 -0.031
H 2.001941 -0.981122 -0.908674 0.013 0.028 0.122
H 2.451933 1.382344 0.756281 0.000 -0.021 0.035
H -1.000498 -0.716574 1.338732 -0.106 0.030 -0.126
O 1.691845 -0.897936 1.136624 0.136 -0.012 -0.127
H -2.166330 1.299589 0.593485 0.080 -0.034 -0.113
H -2.036315 0.832544 -1.107683 0.037 0.009 0.139
H -0.237863 -1.100536 -1.596512 -0.007 -0.015 0.139
H 0.036477 -2.300061 -0.308633 0.022 0.207 -0.007
C -0.115975 -1.237181 -0.515636 -0.291 -0.078 -0.118
```
Positions in Å, forces in eV/Å.